ORCA calculation (the ωB97M-V functional and the def2-TZVPD basis) on a cluster of 16 separate species, C58H161N13O19 in total.

## Properties
ΔE to the lowest compared entry with this formula, charge and spin = 8.865 eV
total charge = 0
total energy = -4447.12533 Ha
gap between HOMO and LUMO = 9.13 eV
maximum force = 4.2 eV/Å

Bonds (Å) are listed after each position.
Geometry (Å):
1 C 6.857 -1.831 -5.690  C2 1.545, H7 1.090, H8 1.090, H9 1.090
2 C 6.929 -0.439 -5.024  C1 1.545, C3 1.590, N6 1.529, H10 1.090
3 C 5.474 0.010 -4.566  C2 1.590, O4 1.460, H11 1.090, H12 1.090
4 O 4.382 -0.256 -5.498  C3 1.460, C5 1.381
5 C 4.335 0.615 -6.570  O4 1.381, H13 1.090, H14 1.090, H15 1.090
6 N 8.079 -0.460 -4.016  C2 1.529, H16 1.010, H17 1.010
7 H 6.345 -2.562 -5.065  C1 1.090
8 H 7.841 -2.262 -5.876  C1 1.090
9 H 6.316 -1.764 -6.634  C1 1.090
10 H 7.302 0.072 -5.911  C2 1.090
11 H 5.488 1.048 -4.232  C3 1.090
12 H 5.268 -0.520 -3.636  C3 1.090
13 H 4.435 1.652 -6.250  C5 1.090
14 H 3.512 0.507 -7.277  C5 1.090
15 H 5.152 0.395 -7.256  C5 1.090
16 H 7.871 0.436 -3.598  N6 1.010
17 H 7.872 -1.174 -3.332  N6 1.010
18 C -7.935 -1.239 -3.976  C19 1.628, H24 1.090, H25 1.090, H26 1.090
19 C -7.005 0.096 -3.929  C18 1.628, C20 1.521, N23 1.424, H27 1.090
20 C -5.525 0.028 -3.582  C19 1.521, O21 1.453, H28 1.090, H29 1.090
21 O -4.611 -0.615 -4.510  C20 1.453, C22 1.422
22 C -4.425 -2.024 -4.459  O21 1.422, H30 1.090, H31 1.090, H32 1.090
23 N -7.121 0.850 -5.131  C19 1.424, H33 1.010, H34 1.010
24 H -7.498 -1.837 -4.775  C18 1.090
25 H -9.004 -1.045 -4.071  C18 1.090
26 H -7.856 -1.879 -3.097  C18 1.090
27 H -7.394 0.705 -3.113  C19 1.090
28 H -5.268 -0.351 -2.593  C20 1.090
29 H -4.964 0.960 -3.514  C20 1.090
30 H -3.959 -2.391 -3.545  C22 1.090
31 H -3.855 -2.166 -5.377  C22 1.090
32 H -5.355 -2.578 -4.334  C22 1.090
33 H -6.455 1.594 -4.979  N23 1.010
34 H -6.761 0.326 -5.915  N23 1.010
35 C -3.115 -2.827 0.442  C36 1.577, H41 1.090, H42 1.090, H43 1.090
36 C -4.192 -1.967 1.210  C35 1.577, C37 1.563, N40 1.530, H44 1.090
37 C -4.195 -0.453 0.823  C36 1.563, O38 1.406, H45 1.090, H46 1.090
38 O -3.170 0.450 1.157  C37 1.406, C39 1.408
39 C -3.204 1.798 0.753  O38 1.408, H47 1.090, H48 1.090, H49 1.090
40 N -5.581 -2.586 1.046  C36 1.530, H50 1.010, H51 1.010
41 H -3.092 -3.904 0.609  C35 1.090
42 H -2.085 -2.525 0.629  C35 1.090
43 H -3.212 -2.564 -0.611  C35 1.090
44 H -4.063 -1.969 2.292  C36 1.090
45 H -5.085 -0.059 1.313  C37 1.090
46 H -4.567 -0.563 -0.196  C37 1.090
47 H -2.149 2.074 0.738  C39 1.090
48 H -3.771 2.360 1.494  C39 1.090
49 H -3.625 2.104 -0.205  C39 1.090
50 H -5.623 -3.438 1.587  N40 1.010
51 H -5.993 -1.847 1.597  N40 1.010
52 C 6.342 -0.815 6.919  C53 1.482, H58 1.090, H59 1.090, H60 1.090
53 C 5.654 -2.042 6.449  C52 1.482, C54 1.523, N57 1.444, H61 1.090
54 C 5.926 -2.434 5.003  C53 1.523, O55 1.435, H62 1.090, H63 1.090
55 O 5.304 -1.296 4.389  C54 1.435, C56 1.398
56 C 4.773 -1.609 3.135  O55 1.398, H64 1.090, H65 1.090, H66 1.090
57 N 5.904 -3.057 7.444  C53 1.444, H67 1.010, H68 1.010
58 H 7.415 -0.723 6.752  C52 1.090
59 H 6.111 -0.458 7.922  C52 1.090
60 H 6.130 0.007 6.236  C52 1.090
61 H 4.605 -1.879 6.697  C53 1.090
62 H 5.265 -3.285 4.840  C54 1.090
63 H 6.985 -2.538 4.770  C54 1.090
64 H 4.382 -0.731 2.621  C56 1.090
65 H 3.949 -2.303 3.301  C56 1.090
66 H 5.433 -2.148 2.456  C56 1.090
67 H 6.764 -3.558 7.268  N57 1.010
68 H 6.054 -2.665 8.362  N57 1.010
69 C -2.011 3.163 -3.741  C70 1.570, H75 1.090, H76 1.090, H77 1.090
70 C -0.554 3.748 -3.744  C69 1.570, C71 1.587, N74 1.451, H78 1.090
71 C 0.563 2.712 -4.187  C70 1.587, O72 1.390, H79 1.090, H80 1.090
72 O 0.471 1.534 -3.454  C71 1.390, C73 1.424
73 C 1.492 0.599 -3.788  O72 1.424, H81 1.090, H82 1.090, H83 1.090
74 N -0.706 4.832 -4.697  C70 1.451, H84 1.010, H85 1.010
75 H -2.539 3.038 -4.687  C69 1.090
76 H -2.651 3.627 -2.990  C69 1.090
77 H -2.043 2.116 -3.442  C69 1.090
78 H -0.226 4.175 -2.796  C70 1.090
79 H 1.459 3.332 -4.221  C71 1.090
80 H 0.504 2.427 -5.238  C71 1.090
81 H 1.171 -0.115 -4.548  C73 1.090
82 H 1.787 -0.073 -2.983  C73 1.090
83 H 2.412 1.065 -4.140  C73 1.090
84 H -0.309 5.531 -4.085  N74 1.010
85 H -0.112 4.833 -5.513  N74 1.010
86 C -0.527 -3.393 -5.495  C87 1.493, H92 1.090, H93 1.090, H94 1.090
87 C -0.080 -3.443 -6.919  C86 1.493, C88 1.596, N91 1.444, H95 1.090
88 C -1.177 -3.172 -8.046  C87 1.596, O89 1.425, H96 1.090, H97 1.090
89 O -0.579 -3.806 -9.174  C88 1.425, C90 1.359
90 C -1.314 -4.589 -10.007  O89 1.359, H98 1.090, H99 1.090, H100 1.090
91 N 1.005 -2.516 -7.134  C87 1.444, H101 1.010, H102 1.010
92 H -0.629 -2.339 -5.236  C86 1.090
93 H 0.337 -3.794 -4.966  C86 1.090
94 H -1.362 -4.051 -5.255  C86 1.090
95 H 0.447 -4.356 -7.196  C87 1.090
96 H -1.212 -2.112 -8.297  C88 1.090
97 H -2.179 -3.439 -7.713  C88 1.090
98 H -2.178 -3.986 -10.286  C90 1.090
99 H -1.818 -5.347 -9.408  C90 1.090
100 H -0.689 -5.095 -10.743  C90 1.090
101 H 1.129 -2.400 -8.130  N91 1.010
102 H 0.461 -1.685 -6.951  N91 1.010
103 C -1.441 -0.233 -10.506  C104 1.483, H109 1.090, H110 1.090, H111 1.090
104 C -0.463 0.831 -10.174  C103 1.483, C105 1.575, N108 1.435, H112 1.090
105 C 0.421 0.733 -8.874  C104 1.575, O106 1.403, H113 1.090, H114 1.090
106 O -0.223 0.382 -7.678  C105 1.403, C107 1.510
107 C -1.198 1.440 -7.219  O106 1.510, H115 1.090, H116 1.090, H117 1.090
108 N 0.277 1.279 -11.318  C104 1.435, H118 1.010, H119 1.010
109 H -2.235 -0.257 -9.759  C103 1.090
110 H -0.904 -1.180 -10.574  C103 1.090
111 H -1.963 -0.030 -11.441  C103 1.090
112 H -1.172 1.583 -9.828  C104 1.090
113 H 0.898 1.657 -8.549  C105 1.090
114 H 1.304 0.101 -8.963  C105 1.090
115 H -2.140 1.140 -7.679  C107 1.090
116 H -0.856 2.415 -7.567  C107 1.090
117 H -1.399 1.405 -6.149  C107 1.090
118 H -0.325 1.487 -12.101  N108 1.010
119 H 0.913 0.624 -11.749  N108 1.010
120 C -0.837 3.017 8.076  C121 1.585, H126 1.090, H127 1.090, H128 1.090
121 C -0.078 1.825 7.359  C120 1.585, C122 1.517, N125 1.453, H129 1.090
122 C 0.172 0.637 8.269  C121 1.517, O123 1.425, H130 1.090, H131 1.090
123 O 1.161 0.798 9.282  C122 1.425, C124 1.395
124 C 2.441 0.904 8.737  O123 1.395, H132 1.090, H133 1.090, H134 1.090
125 N -0.694 1.445 6.100  C121 1.453, H135 1.010, H136 1.010
126 H -0.310 3.329 8.978  C120 1.090
127 H -1.858 2.715 8.312  C120 1.090
128 H -0.887 3.852 7.378  C120 1.090
129 H 0.917 2.199 7.116  C121 1.090
130 H 0.606 -0.128 7.625  C122 1.090
131 H -0.757 0.316 8.739  C122 1.090
132 H 2.672 0.251 7.895  C124 1.090
133 H 3.107 0.669 9.567  C124 1.090
134 H 2.691 1.942 8.519  C124 1.090
135 H 0.155 1.133 5.651  N125 1.010
136 H -1.186 0.579 6.268  N125 1.010
137 C 1.813 -3.147 -1.447  C138 1.544, H143 1.090, H144 1.090, H145 1.090
138 C 3.290 -3.464 -1.764  C137 1.544, C139 1.607, N142 1.477, H146 1.090
139 C 3.585 -3.965 -3.262  C138 1.607, O140 1.407, H147 1.090, H148 1.090
140 O 3.064 -5.272 -3.315  C139 1.407, C141 1.425
141 C 3.289 -5.796 -4.621  O140 1.425, H149 1.090, H150 1.090, H151 1.090
142 N 4.050 -2.213 -1.561  C138 1.477, H152 1.010, H153 1.010
143 H 1.303 -2.555 -2.207  C137 1.090
144 H 1.837 -2.474 -0.591  C137 1.090
145 H 1.136 -3.999 -1.381  C137 1.090
146 H 3.775 -4.207 -1.131  C138 1.090
147 H 4.666 -4.102 -3.254  C139 1.090
148 H 3.270 -3.321 -4.082  C139 1.090
149 H 3.201 -5.078 -5.437  C141 1.090
150 H 2.566 -6.580 -4.843  C141 1.090
151 H 4.287 -6.231 -4.678  C141 1.090
152 H 3.883 -1.902 -0.615  N142 1.010
153 H 3.711 -1.592 -2.282  N142 1.010
154 C -5.628 2.421 5.281  C155 1.486, H160 1.090, H161 1.090, H162 1.090
155 C -4.413 1.917 5.972  C154 1.486, C156 1.598, N159 1.493, H163 1.090
156 C -4.298 0.342 5.734  C155 1.598, O157 1.427, H164 1.090, H165 1.090
157 O -3.273 -0.184 6.578  C156 1.427, C158 1.417
158 C -3.828 -0.545 7.830  O157 1.417, H166 1.090, H167 1.090, H168 1.090
159 N -3.339 2.700 5.293  C155 1.493, H169 1.010, H170 1.010
160 H -5.862 3.471 5.459  C154 1.090
161 H -6.526 1.914 5.636  C154 1.090
162 H -5.536 2.375 4.195  C154 1.090
163 H -4.428 2.305 6.990  C155 1.090
164 H -4.031 0.164 4.693  C156 1.090
165 H -5.193 -0.259 5.898  C156 1.090
166 H -3.171 -0.968 8.590  C158 1.090
167 H -4.546 -1.362 7.751  C158 1.090
168 H -4.273 0.308 8.342  C158 1.090
169 H -2.474 2.345 5.674  N159 1.010
170 H -3.325 2.277 4.376  N159 1.010
171 C -1.060 4.381 1.988  C172 1.433, H177 1.090, H178 1.090, H179 1.090
172 C -0.873 5.791 2.162  C171 1.433, C173 1.535, N176 1.544, H180 1.090
173 C -2.149 6.589 1.861  C172 1.535, O174 1.463, H181 1.090, H182 1.090
174 O -2.404 6.646 0.422  C173 1.463, C175 1.436
175 C -3.483 7.533 0.086  O174 1.436, H183 1.090, H184 1.090, H185 1.090
176 N -0.394 5.930 3.624  C172 1.544, H186 1.010, H187 1.010
177 H -1.783 3.856 2.613  C171 1.090
178 H -0.186 3.733 2.047  C171 1.090
179 H -1.406 4.333 0.956  C171 1.090
180 H 0.016 6.217 1.695  C172 1.090
181 H -1.992 7.572 2.306  C173 1.090
182 H -3.073 6.317 2.370  C173 1.090
183 H -4.321 7.300 0.744  C175 1.090
184 H -3.796 7.366 -0.944  C175 1.090
185 H -3.185 8.575 0.205  C175 1.090
186 H -0.101 6.862 3.878  N176 1.010
187 H 0.419 5.335 3.700  N176 1.010
188 C -3.803 -7.507 7.229  C189 1.534, H194 1.090, H195 1.090, H196 1.090
189 C -3.098 -6.215 6.799  C188 1.534, C190 1.526, N193 1.475, H197 1.090
190 C -3.908 -5.193 6.007  C189 1.526, O191 1.433, H198 1.090, H199 1.090
191 O -2.916 -4.259 5.566  C190 1.433, C192 1.404
192 C -3.301 -3.432 4.499  O191 1.404, H200 1.090, H201 1.090, H202 1.090
193 N -2.552 -5.638 8.042  C189 1.475, H203 1.010, H204 1.010
194 H -4.595 -7.376 7.966  C188 1.090
195 H -3.072 -8.203 7.640  C188 1.090
196 H -4.182 -8.051 6.363  C188 1.090
197 H -2.282 -6.427 6.107  C189 1.090
198 H -4.665 -4.717 6.631  C190 1.090
199 H -4.335 -5.785 5.197  C190 1.090
200 H -2.467 -2.779 4.239  C192 1.090
201 H -4.036 -2.769 4.954  C192 1.090
202 H -3.612 -3.902 3.566  C192 1.090
203 H -1.631 -6.029 8.180  N193 1.010
204 H -2.349 -4.683 7.783  N193 1.010
205 C 1.849 3.886 -0.820  C206 1.549, H211 1.090, H212 1.090, H213 1.090
206 C 2.492 3.877 0.589  C205 1.549, C207 1.522, N210 1.411, H214 1.090
207 C 3.912 3.329 0.592  C206 1.522, O208 1.448, H215 1.090, H216 1.090
208 O 3.958 1.951 0.150  C207 1.448, C209 1.406
209 C 4.952 1.749 -0.823  O208 1.406, H217 1.090, H218 1.090, H219 1.090
210 N 2.432 5.252 0.899  C206 1.411, H220 1.010, H221 1.010
211 H 0.762 3.960 -0.838  C205 1.090
212 H 1.975 2.934 -1.336  C205 1.090
213 H 2.277 4.600 -1.525  C205 1.090
214 H 1.886 3.275 1.266  C206 1.090
215 H 4.103 3.299 1.665  C207 1.090
216 H 4.635 3.946 0.058  C207 1.090
217 H 5.160 2.573 -1.506  C209 1.090
218 H 4.552 0.955 -1.454  C209 1.090
219 H 5.961 1.402 -0.602  C209 1.090
220 H 2.760 5.402 1.842  N210 1.010
221 H 1.513 5.658 0.794  N210 1.010
222 C 3.171 2.372 4.097  C223 1.521, O225 1.471, H226 1.090, H227 1.090
223 C 3.411 3.661 4.868  C222 1.521, O224 1.439, H228 1.090, H229 1.090
224 O 3.052 4.853 4.146  C223 1.439, H230 0.960
225 O 3.410 1.163 4.900  C222 1.471, H231 0.960
226 H 3.771 2.152 3.214  C222 1.090
227 H 2.152 2.328 3.714  C222 1.090
228 H 4.425 3.816 5.238  C223 1.090
229 H 2.735 3.753 5.718  C223 1.090
230 H 3.712 5.538 4.275  O224 0.960
231 H 2.784 0.466 4.687  O225 0.960
232 C 0.375 -1.760 4.431  C233 1.561, O235 1.451, H236 1.090, H237 1.090
233 C 0.896 -2.578 3.208  C232 1.561, O234 1.441, H238 1.090, H239 1.090
234 O -0.136 -2.592 2.202  C233 1.441, H240 0.960
235 O 0.762 -0.363 4.381  C232 1.451, H241 0.960
236 H 0.924 -2.219 5.254  C232 1.090
237 H -0.668 -1.766 4.747  C232 1.090
238 H 1.116 -3.637 3.343  C233 1.090
239 H 1.789 -2.154 2.749  C233 1.090
240 H -0.247 -1.679 1.927  O234 0.960
241 H 0.463 -0.114 3.503  O235 0.960
242 C 0.381 0.893 1.247  C243 1.545, O245 1.395, H246 1.090, H247 1.090
243 C 0.392 0.235 -0.151  C242 1.545, O244 1.367, H248 1.090, H249 1.090
244 O -0.531 0.701 -1.046  C243 1.367, H250 0.960
245 O -0.646 0.273 1.958  C242 1.395, H251 0.960
246 H 0.014 1.918 1.202  C242 1.090
247 H 1.397 0.887 1.641  C242 1.090
248 H 0.345 -0.849 -0.047  C243 1.090
249 H 1.372 0.281 -0.625  C243 1.090
250 H -0.246 0.973 -1.922  O244 0.960
251 H -1.453 0.376 1.447  O245 0.960